{
  "formula": "C17H10BeF5N3OS2",
  "method": "ωB97M-V/def2-TZVPD",
  "energy_ha": -2203.86656,
  "symbols": ["H", "H", "H", "F", "C", "H", "H", "F", "N", "C", "S", "F", "C", "C", "Be", "C", "H", "H", "O", "C", "H", "C", "C", "C", "S", "C", "C", "N", "C", "C", "C", "C", "C", "C", "F", "F", "H", "N", "H"],
  "xyz": [[-15.6857, 11.1499, 7.5534], [-13.1060, 2.3543, 7.8063], [-12.5231, 2.9730, 6.3036], [-10.6149, 3.5288, 5.4446], [-8.6529, 6.9254, 6.5374], [-17.0713, 8.5926, 6.9952], [-11.7319, 3.5026, 7.8777], [-7.9944, 8.0182, 6.8675], [-16.0819, 8.3599, 7.1491], [-12.4795, 10.0396, 7.7300], [-18.6352, 4.5872, 6.3879], [-10.4262, 8.2779, 5.9025], [-17.9928, 6.0543, 6.9726], [-10.1377, 4.6917, 5.9116], [-13.5485, 5.5540, 6.5456], [-10.7902, 5.9214, 5.7586], [-11.5324, 10.4266, 7.9718], [-17.1046, 3.1288, 5.3368], [-13.5330, 4.3243, 7.3786], [-16.6199, 6.0647, 6.6512], [-18.6489, 6.7044, 7.4920], [-14.8247, 10.4996, 7.5214], [-13.9226, 8.2393, 7.3468], [-12.6194, 8.6819, 7.5911], [-12.4151, 6.1398, 5.0328], [-12.6706, 3.2195, 7.3114], [-14.9863, 9.1399, 7.3350], [-14.4052, 6.9740, 7.0918], [-8.8420, 4.5722, 6.4293], [-9.9761, 6.9991, 6.0467], [-15.6657, 7.1021, 6.9857], [-17.0954, 4.1150, 5.7945], [-13.5267, 10.9427, 7.6575], [-8.0830, 5.6926, 6.6722], [-8.3664, 3.3400, 6.5613], [-6.8256, 5.5822, 7.1949], [-11.7763, 8.0320, 7.5926], [-16.1238, 4.9527, 6.0070], [-13.3132, 12.0144, 7.8079]]
}


{
  "formula": "C49H46AsBr2CsGeN4O10",
  "method": "ωB97M-V/def2-TZVPD",
  "energy_ha": -12347.18334,
  "total_charge": -2,
  "symbols": ["H", "H", "H", "O", "H", "C", "C", "N", "O", "H", "C", "C", "H", "H", "H", "H", "H", "H", "Br", "O", "H", "C", "H", "H", "O", "O", "N", "H", "O", "H", "H", "H", "C", "C", "H", "H", "C", "C", "C", "C", "C", "C", "H", "C", "C", "H", "Ge", "C", "H", "C", "C", "C", "C", "C", "H", "C", "C", "C", "H", "O", "H", "H", "C", "C", "H", "H", "C", "C", "C", "C", "C", "H", "As", "H", "C", "H", "H", "C", "H", "H", "O", "C", "N", "H", "O", "C", "C", "H", "C", "H", "C", "H", "C", "Cs", "H", "C", "C", "H", "H", "C", "O", "N", "C", "C", "C", "Br", "C", "C", "H", "H", "C", "H", "C", "H"],
  "xyz": [[0.2012, 1.7338, 7.8808], [-2.1011, 4.1683, -3.1408], [4.2436, 3.8173, -1.4872], [1.2932, -2.7263, 3.3987], [-3.1993, -2.6050, -4.9035], [0.7795, 1.9264, 5.8372], [-4.6780, -2.2037, -3.3934], [-0.9422, 1.9412, -2.2480], [4.3862, 1.1300, -0.9327], [-1.4243, -3.1115, -3.2827], [-0.1044, 1.8058, -4.5288], [-1.3991, 4.1818, -5.1943], [4.4472, 3.7015, -3.9086], [-4.1259, -2.3156, -0.0566], [2.9384, 5.0005, -1.4550], [-3.7926, -5.6009, 4.1870], [1.5592, 3.5662, -2.9378], [-5.4618, -1.9704, -4.1049], [-1.7335, 0.5214, 9.4073], [2.4842, 1.3545, 0.2354], [1.1976, 7.8382, 1.2913], [4.4334, -1.6162, -0.4357], [3.4497, 3.7688, -6.2076], [1.0547, 5.2317, 2.9148], [-1.6631, 1.9739, 0.5085], [-2.4050, 0.0323, -0.3620], [-2.0861, 1.8353, -1.7557], [0.4559, 3.1233, 1.5710], [0.7995, -3.9244, 1.5487], [1.6448, 2.5481, 6.0343], [0.5503, 1.7725, -6.5639], [1.0880, 1.8805, 3.6880], [-2.0232, 1.2015, -0.3831], [-2.0900, -3.7470, 1.2517], [2.8354, -5.4246, -2.1539], [2.3619, 5.6783, 1.8513], [3.5529, -3.3603, 0.9242], [2.6269, 3.3598, -2.8313], [0.7294, 3.6681, 0.6613], [-1.8108, -3.3901, 2.5649], [-1.5128, 3.6769, -3.9039], [-0.8600, 2.4992, -3.5966], [5.3050, -4.6323, -0.1515], [-2.0189, 0.1550, 7.5572], [-0.9965, -5.6684, -1.7832], [1.5797, -3.6559, -0.9411], [2.5311, 3.1732, 0.1647], [1.0689, -4.5097, -1.3638], [-1.8938, 5.1118, -5.4516], [-0.3102, -4.5980, -1.2265], [3.3813, 3.9258, -4.0304], [4.4805, -2.9295, 0.0027], [0.9419, 7.2621, 2.1862], [3.4838, 0.6529, -0.2574], [1.4722, 7.7100, 3.0306], [-4.9303, -2.1291, -2.0311], [-1.3849, 0.3613, 5.2083], [-2.4130, -4.0642, 3.6155], [1.6195, -7.3658, -3.1053], [5.4480, -3.7551, -0.5119], [-5.9073, -1.8252, -1.6742], [0.0551, 3.2606, -0.0975], [-3.4130, -2.5593, -3.8425], [-0.3023, -6.6704, -2.4520], [0.7679, 5.7029, -0.0874], [3.3032, 5.0201, -4.0261], [-0.0142, 1.4768, 6.8530], [-1.1337, 0.6632, 6.5709], [2.5789, -2.4715, 1.3873], [-3.3569, -0.8967, 5.8545], [0.4647, 1.5530, 4.5184], [-0.5889, 3.8908, -7.1568], [-1.1655, -3.0865, -0.3566], [5.1321, -1.2136, -1.1545], [3.1554, 3.9243, -1.5229], [-2.0760, -5.7233, -1.7203], [2.7085, 2.2695, -2.8293], [1.0772, -6.5884, -2.5785], [-0.1296, 7.3931, 2.3616], [-0.5538, 5.3557, 0.9953], [-2.7564, -0.7146, 3.5706], [-0.6658, 3.4953, -6.1501], [2.5401, -1.1926, 1.0109], [-3.7747, -0.9782, 7.9447], [0.1671, 1.6441, -1.7221], [-2.5488, -0.4632, 4.7724], [-3.9261, -2.4133, -1.1160], [1.8281, 3.6216, -5.5148], [1.4491, -3.0791, 2.2221], [-3.2746, -5.0365, -0.0117], [-2.6670, -2.7860, -1.5600], [-1.1109, -2.6075, 2.8032], [-3.3132, -5.0860, 3.3618], [-0.8525, -0.5032, 1.6681], [0.4039, 0.9021, -4.2206], [2.8823, 3.3770, -5.3586], [-3.0093, -4.7616, 1.0002], [3.5771, 3.5699, 1.2318], [3.5215, -4.3937, 1.2554], [0.5152, 5.1681, 0.8388], [-0.1058, -1.8228, -0.4365], [-0.5752, 0.8145, 4.2237], [1.2823, 5.7901, 2.0001], [-3.6183, -5.4316, 2.0526], [3.4528, -0.8101, 0.1190], [-4.9122, -1.9176, 5.4585], [-0.0261, 2.3066, -5.8178], [-3.0980, -0.6001, 7.1891], [-0.8436, -7.5060, -2.8813], [2.9610, 2.2856, -5.3800], [-2.4113, -2.8478, -2.9258], [-2.1822, -3.7613, 4.6293], [1.7595, -5.5046, -2.0419], [-4.3340, -6.2180, 1.8431]]
}


{
  "formula": "C5H7NO2",
  "method": "ωB97M-V/def2-TZVPD",
  "energy_ha": -399.79631,
  "symbols": ["H", "O", "C", "C", "H", "H", "C", "H", "C", "H", "N", "C", "H", "H", "O"],
  "xyz": [[0.8979, -1.8240, -1.1957], [0.0896, 0.5855, -2.6628], [-0.0482, -1.0465, 1.8271], [0.5825, 0.4127, -1.4345], [-0.6687, -1.9446, 1.7591], [-0.7226, 2.5286, 0.0059], [1.2816, -1.1206, -0.4565], [-0.8384, 0.8535, -2.5840], [0.2660, -0.5051, 0.4826], [-0.5705, -0.3177, 2.4519], [-1.1248, 1.5972, 0.0431], [-0.2019, 0.5652, -0.1813], [0.8794, -1.3393, 2.3265], [-1.6469, 1.4784, 0.9011], [1.8251, 0.0768, -1.2824]]
}


{
  "formula": "C24H66FeN10O18",
  "method": "ωB97M-V/def2-TZVPD",
  "energy_ha": -4119.04828,
  "multiplicity": 5,
  "total_charge": -2,
  "s_squared": 6.006,
  "symbols": ["O", "C", "H", "C", "H", "O", "H", "H", "H", "H", "H", "H", "H", "N", "N", "H", "H", "N", "O", "H", "N", "H", "C", "H", "H", "H", "H", "N", "C", "C", "O", "H", "H", "H", "H", "O", "O", "N", "H", "H", "C", "H", "H", "C", "H", "N", "O", "H", "C", "C", "H", "H", "H", "H", "H", "H", "H", "H", "C", "H", "C", "H", "H", "H", "H", "H", "H", "C", "N", "C", "O", "C", "H", "H", "C", "Fe", "O", "H", "C", "H", "C", "H", "H", "H", "H", "C", "H", "H", "C", "O", "O", "H", "H", "H", "C", "N", "N", "H", "H", "H", "O", "O", "H", "O", "C", "H", "O", "O", "H", "H", "H", "H", "C", "C", "O", "H", "H", "O", "C"],
  "xyz": [[-6.5259, -3.5955, 2.3833], [-4.8930, -3.9807, -0.2004], [-1.3937, 3.8994, 1.8442], [0.1179, -3.6564, 0.5131], [-1.4135, 5.4796, 0.9390], [-0.9402, 0.8200, 4.2019], [-5.4068, -2.1321, 0.6963], [0.3978, 3.1832, -3.4130], [3.5045, -1.1396, -3.4063], [1.1731, -3.7697, 0.2642], [6.2599, 2.2578, 0.3171], [-0.4228, -2.4714, -0.7782], [0.5816, 4.2714, 1.9483], [-2.4208, 0.6942, -0.8649], [-3.3750, -2.5320, 0.8220], [-3.3578, -1.6967, 0.2545], [-8.0047, -4.3682, 3.5309], [-1.2179, -0.0894, 3.3675], [3.6322, 0.1018, 4.3364], [2.0942, 1.7245, 1.5865], [-0.3987, -2.2951, 0.2160], [-0.3880, -5.6638, -0.2817], [-1.9782, 4.5999, 1.2478], [6.4321, 0.4588, 0.9187], [4.4510, 0.9278, 0.2786], [-7.1460, -2.9460, 4.3344], [-5.4471, 5.3067, 2.5114], [-4.9951, 7.2373, 2.8936], [-5.2886, 6.2058, 1.9160], [1.4375, 4.0263, 1.3194], [-2.7302, 1.8560, -0.9752], [7.6269, -2.3380, -2.8203], [0.3390, -2.8029, 2.6086], [-5.5753, 7.1634, 3.7170], [-4.0620, 7.2227, 3.2799], [4.2109, -2.1858, 1.3979], [2.9326, -2.3839, 3.1043], [1.6808, -0.5740, -1.4745], [-3.0454, -2.1789, 1.7091], [1.6852, 4.9128, 0.7356], [5.6599, 0.5594, -1.0609], [3.2104, -2.8003, -6.4377], [-4.0617, -4.6824, -0.2680], [0.0141, -1.2044, -3.3083], [8.3942, -2.2873, -1.2528], [3.1773, -1.9316, 1.9866], [4.3747, 1.5365, 2.8995], [-4.6676, -4.3047, 2.7077], [-6.4900, 6.7668, 1.1487], [3.4448, -2.2068, -5.5541], [-4.7506, -2.6787, 3.0995], [1.6357, 0.3247, -1.9330], [-3.5547, 6.8615, 0.9043], [2.6866, -0.6612, -1.5037], [-2.0187, -5.3498, -2.5649], [5.5537, 1.2796, -1.8722], [-0.3389, 1.6861, -3.0689], [4.0544, -1.3685, -5.8915], [6.4786, 1.2070, 0.1274], [1.5532, -2.4788, -2.4436], [0.0438, -3.7078, 2.0774], [-7.2156, 6.0793, 0.7140], [-6.1725, 7.4786, 0.3867], [-5.8222, -4.5484, -0.1497], [5.6597, -0.9834, -2.4316], [-0.1790, -2.1491, -3.8166], [-1.4134, -4.0118, -3.5675], [-5.0867, -3.3725, 2.3290], [1.1802, 1.6320, 1.1668], [-0.6870, -4.6181, -0.3536], [1.3727, 2.0553, -2.0441], [1.9544, 2.8881, -0.9799], [-7.0479, 7.3995, 1.8391], [2.9911, 2.5736, -0.8602], [8.2478, -1.7198, -2.1718], [0.5475, -0.4869, 0.4699], [-0.4280, -4.2710, -1.7279], [0.5806, -4.5363, 2.5397], [1.0977, 2.8476, 0.3673], [-0.8878, -0.9729, -2.7416], [-1.6124, -4.3385, -2.5468], [-4.8648, -3.6116, -1.2256], [3.9368, -2.8504, -4.8249], [-1.7190, -4.6510, -0.0044], [2.3873, 3.9364, 1.8467], [1.4166, -1.4182, -2.6546], [-2.2553, 4.2689, 0.2469], [4.3792, -0.6175, 0.0705], [-4.0084, 5.8843, 1.0701], [-3.2278, -0.2409, -0.9461], [7.5921, -0.6022, -1.8305], [-4.2619, 5.4282, 0.1131], [6.2229, -1.6154, -0.8564], [0.6501, 1.7478, 2.0187], [-7.0751, -3.8214, 3.6889], [3.5764, 1.1979, 3.7491], [4.4248, 0.2403, -0.4608], [7.5645, 1.2204, 0.0328], [0.0688, -0.3616, -3.9974], [2.3329, 0.0366, -4.1070], [2.2360, -1.7903, -4.8976], [2.5190, 1.8955, 3.8758], [0.0433, 2.8262, 0.0919], [2.3332, -1.4319, 1.2866], [2.4744, -0.9730, -3.7214], [9.1796, -1.6048, -2.7255], [-2.2565, -0.6357, 3.2966], [-1.2555, 0.4566, -0.5620], [-0.5494, 3.1269, -1.9623], [-1.4056, -2.3135, 0.2933], [1.9065, 3.8698, -1.4513], [-6.4664, -4.5516, 4.2222], [6.2555, -0.7703, -1.5441], [0.1313, 2.5373, -2.5764], [-0.5144, -0.3255, 2.4079], [-2.4335, -3.7317, -2.1650], [-1.0077, -3.8576, 2.3222], [-3.2403, 4.9867, 1.7964], [-4.6988, -2.9374, 0.8920]]
}